Entry 1:
A structure of composition BeH18O9, computed with ωB97M-V/def2-TZVPD.

Cartesian coordinates (Å):
H -14.2345 -13.9045 -7.8201
H -12.3903 -12.8465 -5.4373
H -14.6129 -9.1960 -5.1937
H -15.8159 -9.5186 -6.1077
O -13.1686 -12.8018 -4.8673
Be -15.4247 -12.2905 -5.6897
O -13.6136 -11.4503 -7.2284
O -16.3888 -11.4913 -7.7775
H -15.0238 -15.0728 -7.2123
H -18.4691 -11.5772 -5.3895
H -15.0151 -14.6877 -3.4011
O -15.0650 -9.9219 -5.6485
H -18.3193 -14.0810 -5.3793
O -15.5748 -11.7992 -3.3650
H -12.8290 -12.8348 -3.9655
O -17.5998 -11.1649 -5.2982
H -13.4485 -11.3465 -8.1755
O -15.4134 -14.4453 -4.2454
O -14.8733 -14.1228 -7.1312
H -16.1028 -15.1022 -4.3941
H -17.5663 -14.3506 -6.6886
H -15.7850 -11.1781 -8.4605
H -17.6107 -10.7614 -4.4229
H -16.0918 -11.0784 -2.9873
H -13.5178 -10.5620 -6.8598
H -17.2142 -11.0101 -7.9257
O -17.6145 -13.7358 -5.9440
H -15.0554 -12.1443 -2.6288

Its LUMO energy is -7.37 eV. As for the HOMO energy: -18.4 eV. The value obtained for the HOMO-LUMO gap is 11.0159 eV. Its spin multiplicity is 1. As for the total charge: +2.


Entry 2:
A cluster of 2 separate species, Br2ClFSi in total, computed with ωB97M-V/def2-TZVPD.

Cartesian coordinates (Å):
Br -1.2182 1.9315 0.0406
Cl -0.9199 -1.2947 1.4485
Si -0.4680 -0.0577 -0.0065
F -0.9941 -0.5688 -1.4140
Br 3.6002 -0.0102 -0.0685

Its LUMO energy (alpha / beta) is -2.03 / -3.45 eV. As for the HOMO energy (alpha / beta): -10.8 / -8.8 eV. The value obtained for the HOMO-LUMO gap (alpha / beta) is 8.7421 / 5.3805 eV. Its spin multiplicity is 1.


Entry 3:
A cluster of 2 separate species, Br2ClHNP in total, computed with ωB97M-V/def2-TZVPD.

Cartesian coordinates (Å):
Br -1.3111 2.4072 -0.6921
Cl 1.7048 1.2804 0.1386
P -0.1953 0.7259 0.4251
H -1.4497 -0.8300 -0.5894
Br 1.7118 -3.0381 1.1509
N -0.4605 -0.5454 -0.4331

Its LUMO energy (alpha / beta) is -2.75 / -3.50 eV. As for the HOMO energy (alpha / beta): -10.4 / -9.6 eV. The value obtained for the HOMO-LUMO gap (alpha / beta) is 7.6282 / 6.1330 eV. Its spin multiplicity is 1.


Entry 4:
A cluster of 2 separate species, Br2ClOPS2 in total, computed with ωB97M-V/def2-TZVPD.

Cartesian coordinates (Å):
O 0.6142 1.4825 1.2095
S -1.7215 0.2161 -0.8001
Br -3.0383 -2.5960 0.2409
S 1.5919 1.7580 0.1397
P -1.0435 -1.8138 -0.3653
Br -0.5697 0.3238 -2.5586
Cl -0.0252 -1.7549 1.3433

Its LUMO energy (alpha / beta) is -1.56 / -1.55 eV. As for the HOMO energy (alpha / beta): -9.2 / -9.1 eV. The value obtained for the HOMO-LUMO gap (alpha / beta) is 7.6502 / 7.5816 eV. Its spin multiplicity is 1. The SMILES is ClP(Br)SBr.O=S.


Strongest force on any atom across the listed records, respectively: 0.89; 1.88; 1.54; 1.77 eV/A.
ΔE to the lowest compared entry with this formula, charge and spin across the listed records, respectively: 0.0; 355.0; 163.9; 228.1 kJ/mol.